The following is a quantum chemistry calculation of 8 unconnected molecules or ions with the total composition C23H61F9N15O9P2S, from the Open Molecules 2025 dataset.

The value obtained for the HOMO energy is -10.841 eV. The calculation puts the maximum force at 0.4 eV Å⁻¹. Its spin multiplicity is 1. As for the charge: +1. Its LUMO energy is -1.7 eV.

Structure (XYZ):
```
120
Properties=species:S:1:pos:R:3:forces:R:3:lowdin_charge:R:1
C 2.7678 -3.5684 -1.7287 0.165 0.105 0.106 -0.16
C 3.2831 -2.3327 -0.9716 -0.366 0.126 0.073 -0.45
P 1.9481 -1.9131 0.2424 0.186 -0.293 0.278 0.92
C 0.4898 -1.5909 -0.8354 -0.276 0.161 -0.079 -0.42
C -0.6352 -2.6290 -0.6272 0.244 0.096 0.055 -0.14
P 2.4702 0.1385 0.8316 -0.133 -0.207 -0.088 0.80
C 4.2146 0.4737 0.5602 -0.029 0.037 0.151 -0.30
C 5.1190 -0.4050 1.4368 0.127 0.189 -0.251 -0.23
C 6.6002 -0.3393 0.9871 -0.158 0.187 0.075 -0.26
N 7.0624 0.9312 0.4564 0.066 -0.155 0.143 0.00
C 2.0918 0.3527 2.5951 -0.043 -0.026 -0.025 -0.24
C 1.2554 1.6053 2.9221 0.287 0.163 0.024 -0.20
C 1.8543 2.4289 4.0711 0.120 -0.245 0.079 -0.18
C 0.8146 3.2086 4.8707 -0.042 -0.092 -0.030 -0.07
C 0.1788 4.4018 4.1779 -0.119 0.152 0.041 -0.44
F 0.2637 4.3241 2.8230 -0.063 0.008 0.001 0.10
F -1.1546 4.4129 4.4752 0.074 -0.006 -0.072 0.11
C 0.6241 5.8357 4.6173 0.058 -0.040 0.003 -0.44
F 0.3735 5.9326 5.9289 0.015 0.030 -0.058 0.13
F -0.1194 6.7258 3.9638 -0.001 -0.012 0.071 0.15
S 2.4561 6.3227 4.3823 -0.265 -0.152 -0.032 0.78
F 2.3100 7.4310 5.4880 0.025 0.097 0.089 -0.11
F 2.1218 7.3754 3.2628 0.016 0.048 -0.083 -0.11
F 2.6370 5.2066 3.2504 0.126 0.114 -0.064 -0.15
F 2.8340 5.2346 5.4877 0.119 -0.005 0.066 -0.13
F 3.9810 6.6677 4.2462 0.014 -0.011 -0.014 -0.10
O 1.5603 1.1602 0.0472 0.212 0.141 -0.254 -0.32
C 2.0372 2.3282 -0.6607 -0.160 0.094 0.021 -0.13
C 0.8319 3.1827 -1.1376 -0.105 0.044 0.087 -0.40
C 0.8679 3.3761 -2.6378 -0.060 -0.090 0.133 -0.04
O -0.3905 2.5664 -0.7549 0.013 -0.003 -0.001 -0.02
H 3.5984 -4.1813 -2.0708 -0.025 -0.021 -0.066 0.08
H 2.1764 -3.2738 -2.5927 -0.050 -0.068 -0.012 0.07
H 2.1474 -4.1960 -1.0871 0.028 -0.139 -0.092 0.05
H 3.4886 -1.5031 -1.6491 0.139 -0.059 -0.061 0.07
H 4.1781 -2.5766 -0.4016 0.075 0.039 -0.057 0.06
H 0.8263 -1.5891 -1.8722 0.088 0.037 0.011 0.08
H 0.1263 -0.5802 -0.6495 -0.045 -0.012 0.033 0.06
H -0.3537 -3.3862 0.1048 -0.027 -0.069 -0.031 0.05
H -0.8587 -3.1320 -1.5646 -0.111 -0.041 0.028 0.07
H -1.5447 -2.1495 -0.2768 -0.068 -0.050 -0.069 0.05
H 4.3814 1.5291 0.7883 0.048 0.023 -0.097 0.10
H 4.4127 0.3252 -0.5037 0.026 0.003 -0.013 0.09
H 4.7839 -1.4431 1.3999 0.022 -0.043 0.196 0.09
H 5.0591 -0.0600 2.4693 -0.104 -0.061 0.038 0.10
H 6.7798 -1.1066 0.2342 0.074 -0.004 -0.003 0.11
H 7.2078 -0.5681 1.8629 0.065 -0.227 -0.086 0.11
H 6.7011 1.1367 -0.4654 0.111 0.184 0.004 0.07
H 6.8605 1.7107 1.0707 0.005 0.058 -0.089 0.08
H 3.0526 0.3699 3.1132 0.007 0.018 0.029 0.08
H 1.5957 -0.5656 2.9110 -0.022 0.015 0.062 0.09
H 1.1963 2.2370 2.0403 -0.249 0.018 0.012 0.09
H 0.2381 1.3074 3.1733 -0.031 -0.049 -0.090 0.13
H 2.3428 1.7531 4.7771 -0.045 -0.003 0.047 0.12
H 2.6357 3.0820 3.6841 -0.014 -0.077 0.088 0.10
H -0.0188 2.5402 5.0949 -0.017 0.005 0.015 0.14
H 1.2181 3.5192 5.8321 -0.003 0.093 -0.039 0.12
H 2.6661 2.9196 0.0069 0.066 -0.040 -0.012 0.12
H 2.6237 1.9993 -1.5185 0.041 -0.033 0.024 0.12
H 0.9124 4.1568 -0.6490 0.021 0.004 0.007 0.15
H 0.6288 2.4269 -3.1237 0.077 -0.017 -0.024 0.09
H 1.8549 3.7126 -2.9604 -0.011 0.021 -0.056 0.09
H 0.1439 4.1240 -2.9470 0.031 -0.014 -0.050 0.05
H -0.8815 3.1609 -0.1819 0.017 -0.006 -0.021 0.10
C -0.6668 6.0870 -5.4280 0.023 0.048 0.013 -0.67
O -0.0664 5.7778 -4.4101 -0.044 0.032 -0.068 0.01
N -1.0618 7.3684 -5.6778 -0.023 -0.005 -0.014 0.15
N -0.9859 5.1734 -6.3923 -0.026 0.015 -0.003 0.15
H -1.5524 7.6432 -6.5073 0.007 0.002 0.002 0.10
H -0.8375 8.0615 -4.9890 0.006 -0.005 0.000 0.10
H -0.7041 4.2239 -6.2399 0.009 0.004 0.002 0.10
H -1.4753 5.4095 -7.2343 0.008 -0.001 0.000 0.09
C 9.1915 3.5736 -0.7843 0.046 -0.060 0.092 -0.69
O 8.0325 3.5282 -1.1741 -0.091 0.015 -0.019 0.00
N 9.7049 2.6227 0.0491 -0.090 -0.034 0.044 0.15
N 10.0437 4.5758 -1.1486 -0.035 0.001 -0.004 0.15
H 10.6418 2.6309 0.4043 0.020 0.066 -0.064 0.09
H 9.0753 1.8780 0.3092 0.021 -0.072 -0.049 0.06
H 9.6861 5.2843 -1.7614 0.000 -0.004 -0.002 0.10
H 10.9961 4.6273 -0.8419 0.000 -0.013 -0.008 0.09
C 0.6969 -6.7882 -2.7122 -0.200 0.049 0.029 -0.68
O 1.5909 -6.5271 -1.9187 0.110 0.011 -0.060 0.00
N -0.6188 -6.7366 -2.3532 0.044 0.045 -0.019 0.17
N 0.9516 -7.1725 -3.9978 -0.018 0.054 -0.009 0.16
H -1.3663 -6.9643 -2.9818 0.000 -0.016 0.011 0.10
H -0.8481 -6.4846 -1.4031 -0.018 -0.076 0.029 0.09
H 1.9116 -7.2346 -4.2802 0.001 -0.005 0.011 0.10
H 0.2310 -7.3969 -4.6573 0.002 -0.004 0.004 0.10
C -4.5656 -1.6384 -0.8851 -0.177 -0.071 -0.009 -0.69
O -3.8656 -2.5244 -1.3507 0.061 0.025 -0.025 0.01
N -4.9764 -1.6420 0.4173 0.093 0.104 0.076 0.16
N -5.0074 -0.5828 -1.6304 0.064 0.050 0.023 0.16
H -5.5736 -0.9345 0.8044 -0.106 -0.069 -0.039 0.09
H -4.7021 -2.4211 0.9856 -0.013 -0.019 -0.024 0.10
H -4.7354 -0.5537 -2.5948 -0.006 -0.011 0.000 0.10
H -5.6219 0.1232 -1.2696 -0.066 -0.049 -0.015 0.10
C -0.3574 -8.3441 1.0813 0.007 0.079 -0.030 -0.68
O -1.2566 -7.5435 0.8538 -0.002 0.055 -0.007 0.00
N 0.5351 -8.7021 0.1208 -0.167 -0.154 0.075 0.17
N -0.1897 -8.9177 2.3100 0.007 0.021 -0.014 0.15
H 1.2998 -9.3333 0.2620 0.011 0.031 0.040 0.10
H 0.4103 -8.2612 -0.7707 0.244 -0.003 -0.027 0.06
H -0.8422 -8.6669 3.0283 -0.010 -0.007 -0.009 0.10
H 0.5359 -9.5781 2.5130 -0.014 -0.013 -0.011 0.09
C -8.8157 -2.3042 0.2056 0.080 -0.180 0.058 -0.70
O -8.5509 -1.1226 0.0635 0.045 0.087 0.000 0.01
N -9.7345 -2.7372 1.1298 -0.167 0.079 -0.147 0.15
N -8.2317 -3.2858 -0.5377 -0.008 0.054 -0.017 0.16
H -9.9614 -3.7039 1.2694 0.041 -0.002 0.036 0.10
H -10.1670 -2.0392 1.7073 0.084 -0.001 0.063 0.10
H -7.5521 -3.0036 -1.2205 0.019 -0.013 0.014 0.10
H -8.4426 -4.2599 -0.4312 0.007 0.001 0.000 0.10
C -13.2849 -1.2483 -0.9918 0.016 -0.040 0.015 -0.69
O -14.2013 -0.7530 -1.6175 -0.016 0.016 -0.012 0.03
N -11.9769 -1.1295 -1.3714 0.018 -0.055 -0.026 0.16
N -13.4887 -1.9748 0.1552 0.012 0.017 0.012 0.14
H -11.2147 -1.5290 -0.8567 0.034 0.063 0.025 0.06
H -11.7858 -0.6108 -2.2074 -0.010 0.026 0.018 0.10
H -14.4351 -2.0851 0.4666 -0.001 0.004 -0.010 0.10
H -12.7432 -2.3974 0.6732 0.002 -0.013 -0.019 0.07
```
Positions in Å, forces in eV/Å.